[1]
DFT (ωB97M-V/def2-TZVPD) results for 3 unconnected molecules or ions with the total composition C35H75N4O5PS.

## Properties
SMILES = [H]/N=C(\C)C[C@]1(OC[C@H](C)CC(C)C)C(=O)O[C@](CC(N)(N)N)([PH2]=O)[C@@]1(S)OC[C@H](C)CC(C)C.CCCCCC.CCCCCC
Molecular weight = 695.05 g/mol

The geometry in ORCA input format:
```
! RIJCOSX wB97M-V def2-TZVPD def2/J DEFGRID3
* xyz 0 1
H -1.13 -2.90 3.58
N -1.31 -2.84 2.58
C -2.03 -1.84 2.30
C -2.53 -0.82 3.28
C -2.40 -1.56 0.85
C -3.18 -2.61 0.04
O -4.33 -1.98 -0.52
C -5.31 -1.57 0.44
C -6.27 -0.57 -0.21
C -7.37 -1.20 -1.06
C -5.49 0.51 -0.95
C -6.32 1.76 -1.28
C -6.85 1.77 -2.73
C -5.53 3.04 -1.00
C -3.62 -3.92 0.68
O -3.95 -4.15 1.80
O -3.70 -4.87 -0.29
C -3.17 -4.41 -1.56
C -4.28 -4.18 -2.60
C -5.58 -5.02 -2.44
N -6.40 -4.88 -3.66
N -5.26 -6.44 -2.32
N -6.40 -4.56 -1.33
P -2.11 -5.81 -2.19
O -0.98 -5.36 -3.06
C -2.34 -3.14 -1.16
S -0.75 -3.64 -0.38
O -2.28 -2.14 -2.11
C -1.34 -2.14 -3.20
C -0.78 -0.72 -3.42
C -1.48 -0.12 -4.65
C 0.75 -0.65 -3.63
C 1.60 -0.05 -2.49
C 1.94 -1.05 -1.38
C 1.00 1.24 -1.91
H -2.20 0.18 2.99
H -3.63 -0.79 3.28
H -2.17 -1.03 4.29
H -2.99 -0.65 0.82
H -1.47 -1.32 0.32
H -4.82 -1.05 1.27
H -5.82 -2.44 0.87
H -6.78 -0.08 0.63
H -7.84 -2.03 -0.53
H -6.99 -1.54 -2.03
H -8.16 -0.47 -1.25
H -5.09 0.09 -1.88
H -4.62 0.80 -0.35
H -7.19 1.78 -0.62
H -6.27 2.44 -3.37
H -6.82 0.77 -3.17
H -7.88 2.10 -2.77
H -5.15 3.06 0.02
H -6.18 3.92 -1.12
H -4.71 3.16 -1.71
H -3.85 -4.43 -3.58
H -4.56 -3.13 -2.63
H -6.24 -3.97 -4.08
H -6.07 -5.55 -4.35
H -6.03 -6.96 -2.72
H -5.25 -6.67 -1.33
H -7.24 -4.14 -1.69
H -5.91 -3.89 -0.76
H -1.73 -6.49 -1.03
H -3.00 -6.66 -2.84
H -0.24 -4.22 -1.47
H -1.92 -2.42 -4.08
H -0.58 -2.91 -3.07
H -1.10 -0.13 -2.56
H -1.20 0.92 -4.80
H -2.56 -0.18 -4.55
H -1.20 -0.69 -5.54
H 0.94 -0.06 -4.53
H 1.11 -1.66 -3.83
H 2.56 0.22 -2.94
H 2.07 -2.06 -1.77
H 2.90 -0.76 -0.93
H 1.21 -1.05 -0.57
H 1.76 2.02 -1.81
H 0.60 1.08 -0.91
H 0.18 1.63 -2.51
C 3.24 -0.05 2.38
C 4.46 -0.91 2.69
C 5.36 -0.33 3.78
C 5.96 1.04 3.44
C 6.79 1.07 2.16
C 8.01 0.15 2.19
H 3.52 0.94 2.00
H 2.61 -0.52 1.63
H 2.63 0.10 3.28
H 5.03 -1.07 1.77
H 4.12 -1.90 3.01
H 6.16 -1.04 4.00
H 4.78 -0.23 4.70
H 6.60 1.35 4.28
H 5.17 1.78 3.37
H 7.12 2.10 1.99
H 6.16 0.82 1.30
H 8.66 0.41 3.02
H 8.59 0.24 1.27
H 7.72 -0.89 2.30
C 9.71 7.31 2.80
C 8.33 7.61 2.22
C 7.20 7.54 3.25
C 7.02 6.17 3.90
C 6.76 5.02 2.93
C 5.48 5.18 2.11
H 9.77 6.30 3.20
H 10.48 7.41 2.04
H 9.94 8.01 3.61
H 8.12 6.92 1.39
H 8.33 8.61 1.78
H 6.27 7.84 2.77
H 7.39 8.27 4.03
H 6.18 6.23 4.61
H 7.90 5.93 4.50
H 6.70 4.09 3.50
H 7.61 4.90 2.25
H 4.61 5.27 2.77
H 5.32 4.32 1.46
H 5.51 6.07 1.48
*
```

[2]
DFT (ωB97M-V/def2-TZVPD) results for 5 unconnected molecules or ions with the total composition C35H77BrFN2O4P at a distorted geometry.

## Properties
SMILES = CCOCCO[C@@]1(Br)[C@@H](P(N)O)C(=O)N[C@@H]1C[C@@H](C)F.CCCCCC.CCCCCC.CCCCCC.CCCCCC
Molecular weight = 719.89 g/mol

The geometry in ORCA input format:
```
! RIJCOSX wB97M-V def2-TZVPD def2/J DEFGRID3
* xyz 0 1
C -3.91 7.89 2.49
C -2.49 7.42 3.07
O -1.75 6.64 2.08
C -0.60 6.13 2.82
C 0.47 5.42 1.88
O 0.25 4.00 1.69
C 1.42 3.22 1.99
Br 1.40 3.17 3.98
C 1.05 1.82 1.26
P -0.56 0.95 1.76
N -0.09 -0.12 3.12
O -1.06 -0.17 0.55
C 1.24 2.36 -0.26
O 0.46 2.38 -1.22
N 2.62 2.90 -0.17
C 2.78 3.52 1.21
C 4.18 3.28 1.94
C 5.02 2.06 1.35
C 6.11 1.65 2.47
F 4.26 0.88 1.09
H -4.13 7.29 1.55
H -3.92 8.99 2.19
H -4.74 7.66 3.22
H -2.66 6.74 3.97
H -1.93 8.34 3.43
H -0.90 5.46 3.68
H -0.08 7.07 3.24
H 1.50 5.67 2.28
H 0.37 5.91 0.85
H 1.83 1.01 1.41
H -0.49 0.31 3.96
H 0.93 -0.08 3.15
H -0.33 -0.83 0.53
H 2.50 3.74 -0.78
H 2.86 4.63 0.92
H 4.11 3.14 3.06
H 4.82 4.22 1.78
H 5.59 2.32 0.39
H 6.82 2.53 2.68
H 5.55 1.48 3.45
H 6.68 0.71 2.20
C -6.02 1.51 -3.68
C -4.92 0.62 -4.25
C -4.51 -0.50 -3.30
C -3.91 -0.05 -1.96
C -2.68 0.85 -2.07
C -1.50 0.17 -2.74
H -5.70 2.02 -2.77
H -6.30 2.28 -4.41
H -6.91 0.92 -3.45
H -4.05 1.23 -4.51
H -5.28 0.17 -5.18
H -3.79 -1.15 -3.81
H -5.38 -1.13 -3.09
H -3.65 -0.94 -1.38
H -4.68 0.48 -1.38
H -2.38 1.15 -1.06
H -2.93 1.77 -2.61
H -1.21 -0.73 -2.19
H -0.63 0.84 -2.76
H -1.72 -0.12 -3.77
C 3.27 -1.65 0.77
C 3.08 -3.17 0.72
C 4.01 -3.92 1.68
C 5.50 -3.75 1.40
C 5.95 -4.17 0.00
C 5.72 -5.65 -0.29
H 4.27 -1.36 0.47
H 2.56 -1.17 0.09
H 3.08 -1.27 1.78
H 3.22 -3.52 -0.31
H 2.04 -3.40 0.98
H 3.74 -4.98 1.66
H 3.81 -3.58 2.70
H 6.06 -4.34 2.14
H 5.79 -2.71 1.56
H 7.02 -3.96 -0.10
H 5.45 -3.57 -0.76
H 6.25 -6.28 0.43
H 6.08 -5.90 -1.29
H 4.66 -5.91 -0.25
C -4.12 0.69 1.94
C -4.67 -0.05 3.15
C -5.32 -1.39 2.81
C -6.54 -1.30 1.89
C -7.68 -0.42 2.41
C -8.28 -0.94 3.72
H -4.91 0.94 1.23
H -3.64 1.62 2.24
H -3.37 0.08 1.42
H -5.37 0.60 3.69
H -3.84 -0.24 3.85
H -5.60 -1.90 3.74
H -4.57 -2.03 2.32
H -6.92 -2.31 1.72
H -6.24 -0.92 0.91
H -8.47 -0.39 1.66
H -7.35 0.61 2.54
H -8.67 -1.95 3.60
H -9.11 -0.29 4.03
H -7.55 -0.94 4.53
C 1.83 -1.78 -4.31
C 1.67 -3.30 -4.34
C 2.58 -4.01 -3.34
C 4.09 -3.83 -3.57
C 4.59 -4.27 -4.95
C 4.39 -5.76 -5.21
H 2.84 -1.48 -4.59
H 1.14 -1.32 -5.02
H 1.61 -1.38 -3.32
H 1.85 -3.67 -5.35
H 0.63 -3.54 -4.10
H 2.34 -5.08 -3.34
H 2.35 -3.66 -2.33
H 4.63 -4.39 -2.80
H 4.35 -2.78 -3.42
H 5.66 -4.04 -5.01
H 4.10 -3.69 -5.74
H 4.91 -6.36 -4.46
H 4.79 -6.02 -6.19
H 3.33 -6.03 -5.20
*
```

[3]
DFT (ωB97M-V/def2-TZVPD) results for a molecular structure, C35H78Ca2N3O11P at a distorted geometry.

## Properties
Molecular weight = 828.15 g/mol

The geometry in ORCA input format:
```
! RIJCOSX wB97M-V def2-TZVPD def2/J DEFGRID3
* xyz 0 1
Ca -1.78 0.41 4.08
Ca 1.38 2.09 3.98
P 0.02 4.51 4.35
O -1.35 4.38 5.12
O 0.08 5.86 3.65
O -0.10 3.43 3.15
O 1.14 3.92 5.26
O 0.25 0.30 0.22
C 0.58 0.78 1.49
O -0.11 0.39 2.58
O 1.52 1.60 1.61
H 0.87 0.83 -0.40
C 4.17 0.18 -2.16
C 4.38 1.69 -2.40
C 3.27 2.25 -1.51
O 2.15 1.32 -1.65
C 2.63 0.05 -2.15
H 4.60 -0.08 -1.18
H 4.70 -0.44 -2.89
H 4.14 1.91 -3.44
H 5.37 2.01 -2.10
H 2.87 3.21 -1.85
H 3.57 2.31 -0.46
H 2.24 -0.11 -3.17
H 2.27 -0.76 -1.51
C 4.63 4.97 2.80
C 4.91 4.68 4.32
C 4.31 3.26 4.50
O 3.40 3.04 3.40
C 3.30 4.24 2.59
H 5.43 4.59 2.15
H 4.53 6.04 2.59
H 4.32 5.34 4.95
H 5.95 4.69 4.65
H 3.74 3.22 5.43
H 5.05 2.45 4.52
H 2.43 4.85 2.88
H 3.14 3.98 1.53
C 4.10 -1.31 2.28
C 2.87 -1.96 2.91
C 2.67 -1.13 4.17
O 3.03 0.17 3.81
C 4.16 0.06 2.96
H 3.93 -1.21 1.20
H 5.04 -1.86 2.36
H 3.01 -3.02 3.13
H 2.02 -1.83 2.24
H 3.27 -1.47 5.02
H 1.61 -1.09 4.47
H 5.05 0.18 3.59
H 4.15 0.89 2.26
C 0.06 3.68 -1.39
C 0.69 5.05 -1.23
C 0.31 5.34 0.24
O -1.05 4.96 0.32
C -1.19 3.82 -0.44
H 0.68 2.90 -0.96
H -0.20 3.41 -2.42
H 0.19 5.75 -1.90
H 1.77 5.04 -1.43
H 0.39 6.38 0.52
H 0.95 4.74 0.93
H -2.12 3.92 -0.99
H -1.24 2.97 0.26
C -3.34 -4.07 -2.88
C -1.94 -4.44 -2.39
N -1.90 -4.79 -0.96
C -2.50 -6.09 -0.74
C -2.75 -6.44 0.72
C -0.57 -4.73 -0.42
C 0.04 -3.37 -0.49
H -3.25 -3.57 -3.86
H -3.82 -3.39 -2.19
H -3.93 -4.96 -3.10
H -1.55 -5.29 -3.00
H -1.30 -3.58 -2.52
H -3.47 -6.08 -1.24
H -1.90 -6.89 -1.23
H -1.85 -6.58 1.30
H -3.32 -5.63 1.20
H -3.38 -7.33 0.76
H 0.09 -5.54 -0.81
H -0.72 -4.94 0.64
H 0.44 -3.09 -1.47
H 0.83 -3.24 0.25
H -0.76 -2.65 -0.34
C -3.65 1.75 -6.33
C -2.42 1.51 -5.41
N -2.07 0.13 -5.32
C -1.00 -0.13 -4.39
C -1.35 0.25 -2.96
C -1.91 -0.50 -6.60
C -0.79 0.00 -7.48
H -4.36 0.91 -6.26
H -3.38 1.80 -7.39
H -4.19 2.65 -6.05
H -1.57 2.11 -5.83
H -2.62 1.95 -4.43
H -0.82 -1.21 -4.46
H -0.06 0.37 -4.70
H -1.43 1.33 -2.86
H -2.25 -0.26 -2.62
H -0.53 -0.10 -2.31
H -2.86 -0.46 -7.14
H -1.77 -1.57 -6.41
H -0.95 1.00 -7.88
H -0.63 -0.68 -8.33
H 0.17 0.00 -6.95
C -2.88 -0.78 0.69
C -2.46 -1.91 1.57
N -2.65 -1.68 3.06
C -4.03 -1.97 3.49
C -5.12 -0.95 3.07
C -1.71 -2.63 3.70
C -1.87 -4.15 3.37
H -2.65 0.19 1.16
H -3.95 -0.77 0.49
H -2.36 -0.81 -0.26
H -2.92 -2.86 1.29
H -1.39 -2.00 1.42
H -4.34 -2.98 3.19
H -4.00 -2.02 4.59
H -5.52 -1.14 2.08
H -5.96 -1.04 3.76
H -4.78 0.09 3.09
H -1.88 -2.57 4.80
H -0.67 -2.34 3.56
H -2.90 -4.42 3.12
H -1.64 -4.75 4.25
H -1.23 -4.47 2.55
*
```

| no. | orbital gap (eV) |
| --- | --- |
| 1 | 9.742 |
| 2 | 8.704 |
| 3 | 3.340 |